# 1
A gas-phase ion, C4H7N2O (charge +1) in a non-equilibrium geometry, computed with ωB97M-V/def2-TZVPD.

Each line ends with the natural charge from an NBO analysis.
Atoms and positions in Å:
C1 -2.3221 -2.0888 1.2925  0.0034
C2 -1.3179 -1.5601 0.8479  -0.1778
C3 -0.1710 -0.7369 0.4366  0.4754
C4 0.9748 2.0210 -1.4603  -0.2669
N1 -0.1872 -0.0146 -0.6691  -0.2072
N2 0.7906 -0.7220 1.3669  -0.6999
O1 0.9517 0.6895 -0.7545  -0.3624
H1 -3.0815 -2.6003 1.8157  0.2640
H2 0.3572 2.7480 -0.8222  0.2083
H3 0.3341 1.9570 -2.3760  0.2060
H4 2.0000 2.3674 -1.6335  0.2473
H5 -0.9009 -0.2740 -1.3198  0.4357
H6 0.8614 -1.4020 2.1165  0.4413
H7 1.7109 -0.3842 1.1593  0.4326

The multiplicity is 1. Its SMILES is C#CC(=[NH2+])NOC. The calculation puts the energy relative to the best compared isomer or geometry (same formula, charge and spin) at 443.84 kJ/mol. The LUMO energy comes out at -4.3 eV. As for the largest force on an atom: 3.52 eV Å⁻¹. The calculation puts the gap between HOMO and LUMO at 10.2 eV. As for the net charge: +1.

# 2
A molecular structure, C42H92CdN2O15Zn in a non-equilibrium geometry, computed with ωB97M-V/def2-TZVPD.

Each line ends with the Löwdin charge.
Atoms and positions in Å:
Zn1 -2.2689 13.2303 -17.9499  0.0736
Cd1 9.3397 20.7216 -16.4209  0.0625
C1 12.2560 14.9534 -19.3559  -0.0012
C2 13.1876 15.7899 -20.3202  -0.4500
C3 13.8506 15.0256 -21.4239  -0.1767
C4 12.8940 14.5468 -22.4608  -0.1829
C5 12.0561 15.7005 -23.0889  -0.1232
C6 11.3706 16.5819 -22.0242  -0.5097
N1 12.3709 16.8994 -20.9524  0.0462
O1 11.8595 17.9582 -20.0283  -0.0380
C7 10.1741 15.8120 -21.5340  -0.0313
C8 10.8650 17.8331 -22.7508  -0.0438
C9 14.3861 16.3129 -19.4100  -0.0202
H1 12.8768 14.4861 -18.5915  0.0832
H2 11.8271 14.1208 -19.9135  0.0663
H3 11.4138 15.5209 -18.9598  0.0866
H4 14.1156 14.0982 -20.9162  0.1332
H5 14.6640 15.5806 -21.8913  0.1337
H6 12.2002 13.8279 -22.0250  0.0992
H7 13.5292 14.0097 -23.1651  0.1173
H8 11.3988 15.2417 -23.8275  0.1247
H9 12.7185 16.3405 -23.6718  0.1165
H10 9.4161 15.9509 -22.3049  0.0984
H11 9.9317 16.2254 -20.5550  0.0920
H12 10.2529 14.7321 -21.4093  0.0786
H13 11.7256 18.4608 -22.9820  0.0852
H14 10.2794 18.5229 -22.1429  0.0871
H15 10.3897 17.7043 -23.7232  0.0939
H16 15.1466 16.9009 -19.9240  0.0837
H17 14.7289 15.4508 -18.8379  0.0808
H18 13.9798 17.0228 -18.6895  0.0756
C10 -5.9769 10.1604 -12.4694  -0.0438
C11 -4.6253 9.5252 -11.9438  -0.4335
C12 -5.0371 8.5424 -10.8408  -0.1546
C13 -3.8356 7.7675 -10.3201  -0.1926
C14 -3.1883 6.9396 -11.4139  -0.1519
C15 -2.8858 7.7846 -12.7024  -0.4184
N2 -3.9751 8.7282 -13.1077  0.0473
O2 -3.6930 9.5181 -14.4146  -0.0545
C16 -2.7076 6.7330 -13.8401  -0.0500
C17 -1.4697 8.4822 -12.2802  -0.0050
C18 -3.7537 10.6833 -11.3534  -0.0274
H19 -6.6858 9.4026 -12.8030  0.0807
H20 -5.7849 10.7953 -13.3343  0.0730
H21 -6.4505 10.9392 -11.8717  0.0812
H22 -5.8941 8.0052 -11.2471  0.1202
H23 -5.4896 9.1358 -10.0462  0.1267
H24 -4.2892 7.1242 -9.5661  0.1118
H25 -3.1678 8.3751 -9.7094  0.1057
H26 -3.6822 5.9921 -11.6294  0.1181
H27 -2.2740 6.6158 -10.9167  0.1154
H28 -2.3212 7.0946 -14.7930  0.0758
H29 -3.6221 6.3520 -14.2946  0.0813
H30 -2.1183 5.8867 -13.4871  0.0824
H31 -1.4597 8.8534 -11.2554  0.0594
H32 -1.2863 9.3972 -12.8435  0.0754
H33 -0.6029 7.8230 -12.3272  0.0826
H34 -4.3755 11.4622 -10.9120  0.0780
H35 -3.1675 11.3317 -12.0045  0.0891
H36 -3.1467 10.4235 -10.4861  0.0677
C19 4.1175 15.9094 -16.1460  0.1380
C20 2.7967 15.6115 -16.7771  -0.2750
C21 2.3531 16.5126 -18.0004  -0.2422
O3 1.1916 16.2410 -18.4727  0.0451
C22 3.0248 17.7903 -18.2329  0.1281
C23 4.1863 17.9977 -17.5722  -0.3398
C24 4.7462 17.0341 -16.5507  -0.3105
O4 5.8544 17.2652 -15.8860  0.0349
O5 4.7984 19.0998 -17.8310  0.0548
O6 1.9043 14.8364 -16.3997  0.0806
H37 4.4103 15.1695 -15.4158  0.1375
H38 2.7056 18.5207 -18.9617  0.1416
C25 -7.8130 11.1775 -20.5748  -0.1029
C26 -6.3167 11.1083 -21.0994  -0.2341
O7 -5.6638 12.3989 -20.6807  -0.1237
H39 -8.3884 10.2780 -20.7932  0.0571
H40 -8.4251 12.0198 -20.8973  0.0625
H41 -7.8098 11.1264 -19.4860  0.0625
H42 -6.3808 10.8924 -22.1658  0.0927
H43 -5.8773 10.2247 -20.6365  0.1004
H44 -6.0628 13.0167 -21.2978  0.0616
C27 0.3900 9.6571 -23.6363  -0.0969
C28 0.3221 10.9693 -22.8654  -0.3061
O8 0.1299 10.6762 -21.4793  -0.0982
H45 -0.0769 9.8346 -24.6051  0.0678
H46 -0.1894 8.9423 -23.0520  0.0736
H47 1.3620 9.1808 -23.7648  0.0696
H48 -0.3400 11.6299 -23.4251  0.1096
H49 1.2896 11.4662 -22.7930  0.1015
H50 0.6014 9.8592 -21.3014  0.0718
C29 10.2769 9.2953 -10.7801  -0.0840
C30 8.9983 9.1088 -11.6198  -0.3379
O9 8.1695 10.2388 -11.5885  -0.0702
H51 10.9492 9.9498 -11.3349  0.0646
H52 10.7534 8.3514 -10.5152  0.0708
H53 10.1467 9.9181 -9.8951  0.0711
H54 8.5181 8.2122 -11.2278  0.0981
H55 9.2225 8.8620 -12.6575  0.1064
H56 7.7899 10.4044 -12.4546  0.0816
C31 5.8243 9.6178 -19.2328  -0.1108
C32 4.9515 8.9856 -18.2205  -0.3138
O10 3.9574 8.2766 -18.9768  -0.0900
H57 5.9553 9.1240 -20.1956  0.0743
H58 6.9021 9.6518 -19.0737  0.0701
H59 5.4303 10.6315 -19.3052  0.0807
H60 4.5361 9.7391 -17.5514  0.1144
H61 5.4497 8.2937 -17.5414  0.1027
H62 4.3862 7.6814 -19.5960  0.0729
C33 1.4022 26.1644 -23.5666  -0.0742
C34 1.6706 25.0114 -22.5745  -0.3515
O11 1.9914 25.5313 -21.3165  -0.0816
H63 0.7214 26.8125 -23.0147  0.0743
H64 0.9946 25.7609 -24.4934  0.0692
H65 2.3839 26.5756 -23.8021  0.0714
H66 2.5140 24.4495 -22.9758  0.1031
H67 0.8466 24.3215 -22.3920  0.1061
H68 2.5835 24.9104 -20.8858  0.0832
C35 -0.7025 17.8653 -26.4154  -0.0949
C36 -0.1551 18.1721 -25.0224  -0.2801
O12 -1.2757 18.2642 -24.0418  -0.0991
H69 -1.2320 18.7388 -26.7959  0.0703
H70 -1.3158 16.9677 -26.3366  0.0742
H71 0.0265 17.5959 -27.1796  0.0681
H72 0.6554 18.8942 -24.9240  0.1020
H73 0.3509 17.2599 -24.7062  0.0938
H74 -0.9306 17.8310 -23.2576  0.0658
C37 -5.9498 18.7934 -16.9256  -0.0868
C38 -6.1304 17.3481 -16.5446  -0.3611
O13 -4.9326 16.7487 -16.2279  -0.0897
H75 -5.6952 19.3266 -16.0097  0.0654
H76 -6.8249 19.3087 -17.3217  0.0706
H77 -5.0986 19.0810 -17.5428  0.0784
H78 -6.4331 16.7373 -17.3952  0.1127
H79 -6.7663 17.0775 -15.7018  0.1137
H80 -4.6378 17.1195 -15.3929  0.0841
C39 3.7518 12.9771 -8.4067  -0.0682
C40 4.1138 11.7813 -7.4081  -0.3247
O14 5.3938 11.1782 -7.4382  -0.0704
H81 3.6309 12.5542 -9.4040  0.0620
H82 4.5174 13.7440 -8.2893  0.0688
H83 2.7806 13.3490 -8.0801  0.0638
H84 3.3887 10.9816 -7.5590  0.0943
H85 3.8683 12.1169 -6.4006  0.0994
H86 5.5430 11.1763 -8.3866  0.0745
C41 4.7435 23.1839 -13.1198  -0.0842
C42 6.0789 23.0169 -12.4220  -0.3431
O15 7.0544 23.0954 -13.3867  -0.1197
H87 4.6158 23.5958 -14.1209  0.0783
H88 4.0444 23.5699 -12.3780  0.0660
H89 4.2803 22.2188 -13.3252  0.0642
H90 6.2275 22.1436 -11.7870  0.1151
H91 6.4142 23.8476 -11.8012  0.1049
H92 7.3828 23.9917 -13.4891  0.0871

The multiplicity is 1. The LUMO energy comes out at -4.8 eV. As for the largest force on an atom: 7.25 eV Å⁻¹. The calculation puts the gap between HOMO and LUMO at 0.9 eV.

# 3
2 unconnected molecules or ions with the total composition C7H17NO in a non-equilibrium geometry, computed with ωB97M-V/def2-TZVPD.

Each line ends with the natural charge from an NBO analysis.
Atoms and positions in Å:
C1 2.3975 -2.4345 1.2515  -0.5797
C2 1.4467 -3.5376 0.7902  -0.6438
H1 3.0251 -2.8013 2.2721  0.1840
H2 3.2949 -2.1953 0.6948  0.2141
H3 1.9539 -1.5252 1.6083  0.1796
H4 1.0469 -4.0286 1.6847  0.2261
H5 0.4096 -3.1716 0.3267  0.2013
H6 2.0231 -4.0059 -0.0619  0.2287
C3 0.3171 1.3947 -0.1713  -0.2537
C4 0.3146 0.2808 0.7266  -0.6324
C5 -1.2827 3.0960 0.4097  -0.4379
C6 -1.9413 0.3918 -2.3028  -0.7114
C7 -2.0158 1.5798 -1.2664  0.7068
O1 -2.9882 2.2584 -1.3795  -0.5892
N1 -1.0680 1.8524 -0.1953  -0.4834
H7 1.3138 1.9701 -0.4534  0.2552
H8 0.4588 0.9261 -1.3504  0.1749
H9 -0.5243 -0.4394 0.5304  0.2118
H10 0.1321 0.6067 1.6881  0.2074
H11 -1.4464 2.9734 1.5398  0.1944
H12 -1.3945 -0.4518 -1.8841  0.2128
H13 -1.4771 0.6170 -3.2159  0.2321
H14 1.2633 -0.4073 1.2089  0.2114
H15 -0.2371 3.6067 0.3433  0.1829
H16 -2.1460 3.6080 -0.2487  0.2643
H17 -2.8760 -0.1634 -2.5454  0.2437

The multiplicity is 1. Its SMILES is CCN(C)C(C)=O.CC. The calculation puts the energy relative to the best compared isomer or geometry (same formula, charge and spin) at 539.44 kJ/mol. The LUMO energy comes out at 0.8 eV. As for the largest force on an atom: 7.95 eV Å⁻¹. The calculation puts the gap between HOMO and LUMO at 9.9 eV.

# 4
A molecular structure, C41H75AgN2O13 in a non-equilibrium geometry, computed with ωB97M-V/def2-TZVPD.

Each line ends with the Löwdin spin population.
Atoms and positions in Å:
Ag1 -2.1948 2.8389 -2.6151  0.0074
C1 -0.2788 1.7558 1.2430  0.0212
C2 -0.0407 1.0925 -0.1685  0.0944
C3 0.0461 -0.3971 -0.1704  0.0133
O1 -0.9531 1.5646 -1.1267  0.7973
H1 -1.2853 1.6971 1.6574  -0.0002
H2 0.0270 2.8006 1.2984  0.0000
H3 0.2563 1.2478 2.0453  0.0014
H4 0.9608 1.3388 -0.5213  0.0560
H5 -0.8847 -0.9638 -0.1485  0.0014
H6 0.7305 -0.7883 0.5824  -0.0003
H7 0.4333 -0.7585 -1.1231  0.0004
C4 -4.8238 -4.4781 4.6706  0.0000
C5 -3.7858 -3.2941 4.6831  0.0000
C6 -3.0897 -3.4250 6.0084  0.0000
C7 -1.8261 -2.5448 6.1251  0.0000
C8 -0.7592 -2.9214 5.0002  0.0000
C9 -1.3963 -2.8308 3.5972  0.0000
N1 -2.7513 -3.4724 3.6113  0.0000
O2 -3.4097 -3.5908 2.3430  0.0000
C10 -1.4122 -1.2993 3.2397  0.0001
C11 -0.5352 -3.5409 2.6097  0.0001
C12 -4.4825 -1.8883 4.6039  0.0000
H8 -5.3560 -4.4980 3.7196  0.0000
H9 -5.4866 -4.3361 5.5242  0.0000
H10 -4.4621 -5.4805 4.8999  0.0000
H11 -3.7017 -3.0591 6.8328  0.0000
H12 -2.9563 -4.4457 6.3667  0.0000
H13 -1.3994 -2.6144 7.1257  0.0000
H14 -2.1737 -1.5135 6.0640  0.0000
H15 -0.2235 -3.8578 5.1564  0.0000
H16 0.0459 -2.2032 5.1554  0.0000
H17 -1.7802 -0.6306 4.0179  0.0000
H18 -0.3902 -1.0349 2.9680  0.0001
H19 -2.0504 -1.1135 2.3758  0.0000
H20 -0.6922 -3.2609 1.5680  0.0001
H21 0.5340 -3.4384 2.7950  0.0000
H22 -0.7839 -4.5969 2.7151  0.0000
H23 -3.7821 -1.0531 4.6043  0.0000
H24 -5.2899 -1.7879 5.3292  0.0000
H25 -4.8328 -1.8546 3.5723  0.0000
H26 -3.3140 -4.5348 2.1968  0.0000
C13 2.6802 -2.9666 -2.0868  0.0000
C14 3.6570 -1.9444 -2.6669  0.0001
C15 5.0367 -2.7208 -2.8183  0.0000
C16 6.0911 -2.0715 -3.8390  0.0000
C17 5.3958 -1.7799 -5.1259  0.0000
C18 4.0576 -0.9949 -4.9730  0.0000
N2 3.1353 -1.6202 -4.0202  0.0000
O3 1.8700 -1.0025 -4.0413  0.0000
C19 4.4682 0.4862 -4.6457  0.0000
C20 3.4086 -1.0307 -6.3797  0.0000
C21 3.7120 -0.7941 -1.6732  0.0004
H27 1.7285 -2.5007 -1.8310  0.0000
H28 2.9752 -3.4681 -1.1651  0.0000
H29 2.5749 -3.8798 -2.6727  0.0000
H30 5.5525 -2.7710 -1.8594  0.0000
H31 4.8884 -3.7691 -3.0773  0.0000
H32 6.9005 -2.7766 -4.0284  0.0000
H33 6.6512 -1.2238 -3.4444  0.0000
H34 5.2056 -2.7246 -5.6353  0.0000
H35 6.1561 -1.2444 -5.6944  0.0000
H36 5.1228 0.8960 -5.4149  0.0000
H37 3.6297 1.1443 -4.4180  0.0000
H38 5.0864 0.5128 -3.7484  0.0000
H39 3.2128 -2.0862 -6.5683  0.0000
H40 2.4132 -0.5886 -6.4226  0.0000
H41 4.1230 -0.6209 -7.0937  0.0000
H42 4.6126 -0.2049 -1.8461  0.0000
H43 3.7835 -1.1854 -0.6584  0.0000
H44 2.8724 -0.1128 -1.8109  0.0004
H45 2.1483 -0.1461 -3.7087  0.0000
O4 2.9517 5.9847 -0.7614  0.0001
C22 2.7933 5.2236 -1.6935  0.0000
O5 3.4398 5.3653 -2.8293  0.0000
C23 2.8883 4.5528 -3.8892  0.0000
C24 2.4150 3.3816 -3.0612  0.0000
C25 1.7723 4.0612 -1.8008  0.0009
H46 3.6418 4.3773 -4.6570  0.0000
H47 2.0531 5.0729 -4.3584  0.0000
H48 3.2794 2.8387 -2.6787  0.0000
H49 1.8293 2.6068 -3.5559  0.0000
H50 1.8332 3.4574 -0.8954  0.0006
H51 0.7553 4.4001 -1.9984  0.0002
O6 -3.8560 1.8942 -1.4845  0.0031
C26 -4.4248 1.0175 -0.8178  0.0009
O7 -4.9797 -0.0497 -1.4012  0.0001
C27 -5.6556 -0.8579 -0.5125  0.0000
C28 -5.4701 -0.3094 0.8283  0.0000
C29 -4.5904 0.8478 0.7226  0.0003
H52 -5.2921 -1.8848 -0.5519  0.0000
H53 -6.7195 -1.0023 -0.7002  0.0000
H54 -5.1031 -1.0215 1.5674  0.0000
H55 -6.4969 -0.1173 1.1396  0.0000
H56 -3.6362 0.7299 1.2361  0.0002
H57 -5.0071 1.7298 1.2090  0.0000
O8 -4.3886 4.2337 3.7302  0.0000
C30 -3.6406 4.6448 2.8541  0.0000
O9 -3.9638 5.5363 1.8560  0.0000
C31 -2.8561 6.1628 1.2239  0.0000
C32 -1.8053 5.1239 1.5703  -0.0001
C33 -2.1967 4.4465 2.8418  0.0001
H58 -2.5934 7.1097 1.6957  0.0000
H59 -3.0501 6.3041 0.1606  0.0000
H60 -0.8250 5.5660 1.7480  0.0000
H61 -1.6350 4.4229 0.7532  -0.0002
H62 -1.7200 4.7319 3.7796  0.0000
H63 -2.1345 3.3666 2.7080  0.0001
O10 4.5612 4.7779 4.8136  0.0000
C34 4.3492 4.0427 3.8987  0.0000
O11 3.7322 2.8830 4.0384  0.0000
C35 3.6413 2.1826 2.7918  0.0001
C36 4.1636 3.1207 1.7787  0.0000
C37 4.7876 4.3005 2.4401  0.0000
H64 2.5849 2.0587 2.5534  0.0001
H65 4.2459 1.2760 2.7662  0.0000
H66 3.2928 3.4814 1.2312  0.0000
H67 4.9118 2.7591 1.0734  0.0000
H68 4.5059 5.2751 2.0415  0.0000
H69 5.8719 4.2869 2.5506  0.0000
O12 -2.8322 -3.6409 -6.1598  0.0000
C38 -2.6697 -3.2200 -5.0202  0.0000
O13 -1.5644 -2.7186 -4.6067  0.0000
C39 -1.5272 -2.3700 -3.2117  -0.0001
C40 -2.9857 -2.4970 -2.7315  0.0000
C41 -3.6018 -3.3531 -3.7776  0.0000
H70 -1.2719 -1.3274 -3.0222  -0.0002
H71 -0.8168 -2.9584 -2.6311  0.0000
H72 -3.4247 -1.5128 -2.5683  0.0000
H73 -3.0013 -2.9988 -1.7640  0.0000
H74 -4.5932 -3.0581 -4.1216  0.0000
H75 -3.5716 -4.3766 -3.4039  0.0000

The multiplicity is 2. The calculation puts the energy relative to the best compared isomer or geometry (same formula, charge and spin) at 381.60 kJ/mol. The LUMO energy (alpha / beta) comes out at -4.9 / -6.3 eV. As for the largest force on an atom: 4.13 eV Å⁻¹. As for the expectation value of S²: 0.75. The calculation puts the gap between HOMO and LUMO (alpha / beta) at 5.6 / 4.2 eV. As for the net charge: +1.

# 5
2 unconnected molecules or ions with the total composition C4H11N2O in a non-equilibrium geometry, computed with ωB97M-V/def2-TZVPD.

Each line ends with the natural charge from an NBO analysis.
Atoms and positions in Å:
C1 -0.2965 -0.8512 1.0872  -0.1274
O1 0.0015 0.5478 1.4529  -0.7491
C2 0.7476 -1.3567 0.2101  -0.2535
C3 1.4038 -2.5383 0.2814  -0.3395
H1 -1.2653 -0.9424 0.5852  0.1822
H2 -0.3492 -1.4225 2.0259  0.2058
H3 0.8345 0.4496 1.9467  0.4890
H4 1.0700 -0.6043 -0.5441  0.1730
H5 2.2813 -2.6490 -0.3672  0.2214
H6 1.0358 -3.3427 0.9424  0.2173
N1 -1.8018 1.2530 -0.9721  -0.7238
C4 -0.6880 1.8834 -0.6131  0.4305
N2 0.4793 1.6805 -1.2256  -0.7173
H7 -1.8183 0.4367 -1.5851  0.4296
H8 -2.5995 1.4205 -0.3757  0.4377
H9 -0.7973 2.6844 0.2100  0.2679
H10 1.2172 2.3434 -1.1076  0.4391
H11 0.5450 1.0079 -1.9513  0.4171

The multiplicity is 1. The calculation puts the energy relative to the best compared isomer or geometry (same formula, charge and spin) at 216.33 kJ/mol. The LUMO energy comes out at -3.5 eV. As for the largest force on an atom: 2.61 eV Å⁻¹. The calculation puts the gap between HOMO and LUMO at 9.7 eV. As for the net charge: +1.